Molecular formula: C30H49Cl2CrGeN5O4Se
Method: DFT, wB97M-V/def2-TZVPD

Each line ends with the Löwdin spin population.
CARTESIAN COORDINATES (ANGSTROEM)
Cr  -1.305  -0.970  1.226  3.071
N  -0.721  -3.572  -0.959  0.004
C  -0.185  -4.561  0.051  0.000
C  -1.320  -5.073  0.931  0.000
C  -1.698  -4.157  2.091  0.000
N  -2.354  -2.892  1.641  -0.008
C  -0.478  -3.852  2.953  0.000
C  0.698  -3.253  2.182  -0.001
N  0.487  -1.789  2.009  -0.031
C  0.984  -3.971  0.851  0.000
H  -1.470  -3.990  -1.514  0.000
H  0.011  -3.243  -1.593  0.000
H  -1.065  -2.717  -0.498  0.004
H  0.202  -5.384  -0.548  0.000
H  -0.991  -6.020  1.363  0.000
H  -2.198  -5.310  0.322  0.000
H  -2.406  -4.712  2.710  -0.001
H  -2.814  -2.504  2.466  0.003
H  -3.115  -3.130  1.007  0.002
H  -0.158  -4.777  3.434  0.000
H  -0.762  -3.164  3.754  0.000
H  1.595  -3.389  2.789  -0.002
H  1.295  -1.401  1.527  0.002
H  0.505  -1.361  2.936  0.002
H  1.636  -4.813  1.091  0.000
H  1.577  -3.317  0.202  0.000
Cl  6.028  2.418  -0.175  0.000
C  6.442  0.802  0.240  0.000
C  7.668  0.525  0.798  0.000
C  7.993  -0.791  1.105  0.000
C  7.078  -1.824  0.904  0.000
C  5.843  -1.548  0.368  0.000
Cl  4.667  -2.817  0.305  0.000
C  5.509  -0.232  -0.036  0.000
N  4.298  0.113  -0.583  0.000
C  3.643  -0.511  -1.628  0.000
C  4.349  -1.392  -2.473  0.000
C  3.710  -1.992  -3.527  0.000
C  2.362  -1.712  -3.770  0.000
C  1.670  -0.823  -2.954  -0.001
C  2.279  -0.215  -1.868  -0.001
C  1.485  0.731  -1.011  -0.001
C  0.355  0.100  -0.223  0.010
O  -0.087  0.683  0.790  -0.032
O  -0.168  -1.018  -0.557  -0.020
H  8.367  1.328  0.987  0.000
H  8.966  -1.015  1.520  0.000
H  7.327  -2.838  1.183  0.000
H  4.082  1.100  -0.458  0.000
H  5.413  -1.529  -2.330  0.000
H  4.261  -2.648  -4.187  0.000
H  1.870  -2.153  -4.627  0.000
H  0.636  -0.583  -3.168  0.000
H  1.008  1.471  -1.662  0.001
H  2.085  1.284  -0.291  0.000
C  0.797  3.212  -3.688  0.000
Ge  -0.270  4.612  -2.830  0.000
C  -1.747  5.103  -3.996  0.000
C  0.766  6.185  -2.332  0.000
C  -0.844  3.913  -1.064  0.000
Se  -2.001  2.343  -0.992  0.000
C  -3.628  3.220  -1.614  0.000
H  1.030  3.512  -4.710  0.000
H  0.236  2.276  -3.741  0.000
H  1.747  3.050  -3.174  0.000
H  -1.315  5.595  -4.869  0.000
H  -2.422  5.816  -3.522  0.000
H  -2.309  4.241  -4.353  0.000
H  1.199  6.658  -3.214  0.000
H  1.577  5.931  -1.650  0.000
H  0.115  6.913  -1.848  0.000
H  -1.334  4.714  -0.507  0.000
H  0.059  3.645  -0.510  0.000
H  -3.450  3.712  -2.564  0.000
H  -3.946  3.962  -0.884  0.000
H  -4.395  2.461  -1.753  0.000
O  -2.313  -0.390  2.964  -0.008
C  -3.123  0.293  2.283  0.010
O  -3.180  0.170  1.033  0.000
C  -4.043  1.285  2.968  0.000
N  -5.022  1.779  1.933  0.000
C  -6.346  1.133  2.248  0.000
C  -6.336  1.083  3.766  0.000
C  -4.894  0.672  4.099  0.000
H  -3.435  2.120  3.316  0.000
H  -4.647  1.507  1.012  0.000
H  -5.116  2.793  1.972  0.000
H  -6.339  0.135  1.813  0.000
H  -7.158  1.708  1.811  0.000
H  -7.066  0.377  4.153  0.000
H  -6.569  2.064  4.183  0.000
H  -4.792  -0.413  4.088  0.000
H  -4.574  1.022  5.076  0.000

Values from the calculation:
ΔE to the lowest compared entry with this formula, charge and spin = 49.03 kcal per mole
Spin multiplicity = 4
Total charge = +3
Orbital gap (alpha / beta) = 3.9 / 4.6 eV

---

Molecular formula: C7H4N2O2S2
Method: DFT, wB97M-V/def2-TZVPD

Each line ends with the Löwdin spin population.
CARTESIAN COORDINATES (ANGSTROEM)
C  -1.403  1.301  1.222  0.044
C  1.366  -1.727  0.494  0.031
C  2.632  -1.169  0.647  0.223
C  0.465  -0.745  0.164  0.231
C  1.097  0.396  -0.315  0.026
C  -0.671  1.666  -1.088  0.067
C  -1.716  1.516  -0.099  0.266
N  -1.071  1.140  2.308  0.080
N  0.561  1.315  -1.104  0.217
O  -2.081  -1.573  0.592  0.199
O  -1.343  -1.196  -1.743  0.170
S  2.763  0.436  0.043  0.035
S  -1.249  -0.935  -0.338  0.380
H  1.029  -2.803  0.723  -0.002
H  3.349  -1.865  0.979  0.013
H  -1.033  2.299  -2.010  0.009
H  -2.695  1.943  -0.474  0.009

Values from the calculation:
Spin multiplicity = 3
Orbital gap (alpha / beta) = 7.1 / 6.1 eV

---

Molecular formula: C25H28F5O2PdS
Method: DFT, wB97M-V/def2-TZVPD

Each line ends with the Löwdin spin population.
CARTESIAN COORDINATES (ANGSTROEM)
O  -1.474  -3.604  2.152  0.000
C  -2.795  -3.084  2.541  0.000
C  -2.485  -3.162  4.045  0.000
H  -3.575  -3.797  2.232  0.000
H  -3.006  -2.072  2.132  0.000
C  -1.092  -3.636  3.559  0.000
H  -3.091  -3.889  4.604  0.000
H  -2.403  -2.188  4.529  0.000
C  -0.698  -5.003  4.085  0.000
H  -1.327  -5.826  3.736  0.000
H  -0.779  -4.993  5.180  0.000
H  0.344  -5.225  3.834  0.000
C  -0.009  -2.607  3.839  0.000
H  -0.320  -1.618  3.459  0.000
H  0.955  -2.914  3.398  0.000
H  0.114  -2.541  4.929  0.000
Pd  -0.421  0.344  -0.771  0.852
C  -0.960  3.295  1.282  0.002
C  -1.376  3.252  -0.060  0.228
C  -1.923  1.939  -0.335  0.057
H  -1.400  4.087  -0.754  0.008
C  -1.826  1.174  0.924  0.056
C  -1.250  2.043  1.894  0.206
H  -1.144  1.827  2.959  0.009
H  -0.569  4.171  1.795  -0.004
H  -2.608  1.715  -1.153  0.004
H  -2.317  0.217  1.109  -0.003
C  2.080  1.961  -0.181  0.145
C  1.921  1.497  1.144  0.094
C  1.527  0.154  1.116  0.147
H  2.142  2.086  2.028  0.002
C  1.527  -0.292  -0.287  0.068
C  1.792  0.905  -1.092  0.052
H  1.950  0.927  -2.168  0.000
H  2.492  2.925  -0.449  0.006
H  1.337  -0.492  1.965  0.005
H  1.761  -1.291  -0.628  0.006
O  -0.910  -1.459  -1.779  0.044
C  -0.783  -2.838  -1.305  0.003
C  -1.255  -3.777  -2.423  0.001
H  -1.393  -2.956  -0.397  0.000
H  0.283  -3.015  -1.087  0.000
C  -1.478  -2.887  -3.661  0.002
H  -2.202  -4.238  -2.135  0.000
H  -0.554  -4.596  -2.628  0.000
C  -1.052  -1.474  -3.243  0.002
H  -2.533  -2.906  -3.955  0.000
H  -0.909  -3.209  -4.536  0.000
H  -1.778  -0.699  -3.530  -0.001
H  -0.070  -1.226  -3.676  0.000
F  5.109  6.417  -2.370  0.000
C  3.986  5.686  -2.525  0.000
C  2.929  5.829  -1.619  0.000
F  3.056  6.647  -0.546  0.000
C  1.763  5.104  -1.805  0.000
F  0.784  5.219  -0.875  0.000
C  1.589  4.184  -2.878  0.001
S  0.222  3.260  -3.057  0.008
C  2.705  4.056  -3.755  0.000
F  2.658  3.103  -4.707  0.000
C  3.862  4.807  -3.608  0.000
F  4.879  4.681  -4.493  0.000

Values from the calculation:
ΔE to the lowest compared entry with this formula, charge and spin = 20.90 kcal per mole
Spin multiplicity = 3
Total charge = -1
Orbital gap (alpha / beta) = 5.5 / 4.7 eV

---

Molecular formula: C12H26N4O7Rh
Method: DFT, wB97M-V/def2-TZVPD

Each line ends with the Löwdin spin population.
CARTESIAN COORDINATES (ANGSTROEM)
O  -0.811  3.997  -0.970  0.229
H  -1.159  4.690  -1.552  0.005
Rh  -0.526  0.553  -0.458  1.040
N  -0.033  1.753  1.036  0.178
N  1.424  0.762  -0.812  0.265
N  -2.032  -0.320  0.510  0.083
N  -0.551  -1.244  -1.332  0.083
O  -0.671  1.904  2.122  0.400
O  -2.594  0.084  1.663  0.013
O  0.421  -1.761  -2.099  0.021
O  2.159  0.017  -1.557  0.342
C  1.963  1.851  -0.202  0.010
C  1.148  2.410  0.815  0.099
C  -2.424  -1.503  0.025  0.111
C  -1.562  -2.056  -0.983  0.070
C  1.397  3.658  1.576  0.014
H  0.645  4.419  1.324  0.006
H  2.381  4.063  1.328  0.000
H  1.353  3.474  2.655  0.004
C  3.268  2.354  -0.696  -0.002
H  3.206  2.616  -1.761  -0.001
H  4.052  1.598  -0.577  -0.001
H  3.561  3.248  -0.144  0.000
C  -3.579  -2.222  0.625  0.018
C  -1.686  -3.447  -1.510  0.009
H  -4.273  -1.519  1.095  0.001
H  -3.243  -2.936  1.390  0.007
H  -4.114  -2.793  -0.142  0.002
H  -0.790  -3.734  -2.071  0.000
H  -2.556  -3.531  -2.179  0.004
H  -1.836  -4.162  -0.687  0.002
H  -1.980  0.846  1.960  0.000
H  1.211  -1.078  -1.991  -0.001
C  -1.071  1.779  -1.852  0.734
H  -0.735  3.099  -1.568  0.086
H  -2.154  1.788  -1.984  0.053
H  -0.573  1.557  -2.803  0.064
O  -2.594  2.468  0.153  0.025
H  -2.056  3.216  -0.264  0.001
H  -3.462  2.851  0.378  0.001
C  3.104  -2.280  1.659  0.001
C  1.670  -2.389  1.214  0.004
C  1.285  -3.732  0.639  0.000
O  0.880  -1.442  1.283  0.017
H  3.549  -3.267  1.813  0.000
H  3.151  -1.702  2.586  0.000
H  3.673  -1.750  0.885  0.000
H  0.247  -3.967  0.901  0.000
H  1.376  -3.699  -0.455  0.000
H  1.944  -4.523  1.014  0.000

Values from the calculation:
ΔE to the lowest compared entry with this formula, charge and spin = 0.00 kcal per mole
Spin multiplicity = 5
Total charge = +1
Orbital gap (alpha / beta) = 6.4 / 6.4 eV

---

Molecular formula: C6H8N3O2S
Method: DFT, wB97M-V/def2-TZVPD

Each line ends with the natural charge from an NBO analysis.
CARTESIAN COORDINATES (ANGSTROEM)
C  0.222  -0.272  1.530  0.213
C  -0.897  -0.873  1.235  -0.154
C  -1.306  -0.770  -0.158  0.173
C  -2.572  -1.467  -0.268  0.043
C  -2.015  -1.661  1.893  -0.279
C  3.063  1.418  -1.042  -0.863
N  -2.948  -1.928  0.854  -0.253
N  -0.474  -0.081  -0.892  -0.224
N  0.621  0.373  -0.327  -0.499
O  0.964  2.902  -0.341  -0.859
O  0.766  1.593  -2.434  -0.921
S  1.320  1.779  -1.129  2.277
H  1.004  0.000  2.190  0.258
H  -3.157  -1.593  -1.161  0.242
H  -1.663  -2.602  2.325  0.268
H  -2.508  -1.101  2.694  0.269
H  3.401  1.664  -0.043  0.270
H  3.212  0.371  -1.274  0.270
H  3.562  2.041  -1.776  0.289
H  -0.596  0.206  -1.875  0.480

Values from the calculation:
ΔE to the lowest compared entry with this formula, charge and spin = 36.82 kcal per mole
Total charge = +1
Orbital gap (alpha / beta) = 8.7 / 8.7 eV

---

Molecular formula: C6H12N2
Method: DFT, wB97M-V/def2-TZVPD

Each line ends with the natural charge from an NBO analysis.
CARTESIAN COORDINATES (ANGSTROEM)
C  -0.678  1.628  0.025  0.011
C  -0.309  0.393  0.375  -0.068
C  -1.909  2.335  -0.421  -0.717
C  -0.926  -1.964  -0.170  -0.597
C  3.132  -0.131  -0.299  -0.461
C  -1.231  -0.743  0.773  -0.445
N  1.012  0.081  0.566  -0.193
N  1.959  0.627  -0.161  -0.168
H  -2.838  2.060  0.065  0.190
H  -1.773  3.362  -0.143  0.228
H  -1.996  2.359  -1.555  0.237
H  0.160  -2.087  -0.186  0.184
H  -1.222  -1.659  -1.176  0.208
H  -1.556  -2.828  0.140  0.209
H  3.242  -1.013  0.198  0.175
H  3.205  -0.445  -1.399  0.209
H  4.003  0.456  -0.154  0.213
H  -1.093  -1.124  1.772  0.195
H  -2.312  -0.655  0.605  0.226
H  1.130  -0.653  1.147  0.364

Values from the calculation:
ΔE to the lowest compared entry with this formula, charge and spin = 156.36 kcal per mole
Orbital gap (alpha / beta) = 6.0 / 5.4 eV

---

For the records above, the corresponding electronic energy values read -8189.74077; -1325.30493; -2145.11557; -1328.49463; -945.95217; -345.07869 Eh.